(1)
{"formula": "C26H47B3NO17", "method": "wB97M-V/def2-TZVPD", "multiplicity": 1, "lumo_ev": 1.5612, "charge": -1, "homo_lumo_gap_ev": 5.81, "homo_energy_ev": -4.2, "relative_energy_kcal_mol": 135.6, "max_force_ev_per_a": 8.16, "species": ["H", "C", "H", "O", "C", "O", "H", "H", "H", "H", "H", "H", "H", "H", "H", "H", "B", "H", "C", "H", "H", "O", "N", "H", "C", "C", "C", "H", "H", "H", "H", "O", "O", "O", "H", "C", "C", "H", "C", "H", "H", "C", "O", "C", "H", "C", "H", "O", "C", "H", "H", "C", "H", "B", "H", "C", "O", "C", "H", "C", "O", "H", "O", "C", "O", "H", "O", "H", "H", "H", "C", "O", "H", "H", "C", "C", "H", "C", "H", "C", "C", "C", "H", "H", "H", "H", "H", "O", "O", "H", "O", "C", "B", "H"], "xyz": [[4.792, -0.948, -3.659], [-6.016, 7.934, -2.615], [0.540, 3.149, -3.733], [1.512, -3.985, 3.069], [1.336, -9.281, 2.888], [2.570, 7.972, -5.551], [-6.084, 7.679, -4.740], [-2.139, -9.431, 8.211], [1.181, 9.092, -3.359], [1.032, -7.677, 6.338], [3.835, -4.403, 4.549], [0.644, -8.939, 3.663], [1.671, -3.625, 5.101], [-5.310, 7.101, -2.606], [-2.187, 6.398, -3.564], [1.462, -9.223, 0.752], [-1.939, 5.512, -0.913], [4.573, -3.061, -2.619], [3.085, -1.280, -1.043], [-0.559, -7.706, 8.088], [1.524, 2.123, -1.003], [-1.184, 5.794, 0.351], [1.394, 1.986, -2.043], [1.301, -9.436, 6.407], [2.703, -2.572, -1.698], [-0.293, 7.437, -2.815], [-1.052, 6.091, -3.360], [1.085, 5.255, -1.461], [1.298, -10.369, 2.788], [3.033, -0.728, -3.830], [1.796, -2.196, 4.045], [-0.477, -8.856, 5.551], [-5.853, 10.130, -3.436], [-1.613, 1.926, -0.995], [0.399, 7.280, -1.884], [2.073, -3.250, 4.156], [1.923, -7.349, 1.682], [1.390, -6.533, 2.182], [-0.138, -8.691, 7.853], [4.602, -4.270, 2.339], [0.646, 1.287, -2.251], [3.822, -1.138, -3.191], [3.446, -9.316, 4.070], [1.086, -8.595, 1.569], [-7.663, 7.447, -3.971], [2.719, -8.817, 3.227], [-2.151, 1.897, -0.145], [2.263, -4.689, 1.027], [2.467, -4.167, 2.111], [-4.098, 2.553, -2.932], [4.143, -2.658, 4.511], [-1.528, -9.488, 6.150], [-1.076, 4.961, 0.895], [-2.389, 2.771, -1.923], [0.175, 3.804, -0.674], [-6.740, 8.031, -3.935], [1.960, 5.883, -4.513], [1.730, 7.324, -4.699], [-0.643, 5.674, -4.377], [0.343, 4.383, -1.704], [-1.852, 3.756, -2.882], [-1.155, 8.191, -2.478], [-2.524, -9.877, 5.561], [0.553, -8.644, 6.516], [3.765, -0.487, -1.922], [2.104, 5.473, -5.438], [-3.385, 5.899, -0.883], [-0.939, -10.704, 7.790], [-7.885, 9.842, -3.575], [3.209, -3.158, -3.745], [0.591, 8.237, -3.947], [-3.882, 2.580, -1.938], [2.269, -6.999, 0.704], [-7.009, 9.821, -5.125], [1.098, 3.334, -2.717], [3.775, -3.594, 2.567], [-3.484, 6.863, -1.205], [-6.969, 9.513, -4.077], [2.886, -3.420, -1.034], [3.561, -3.463, 4.054], [-5.302, 9.250, -2.551], [-1.257, -9.673, 7.612], [-6.712, 7.863, -1.774], [-0.109, 8.802, -4.715], [2.170, 3.797, -2.955], [0.030, -8.388, 1.377], [0.527, -8.978, 8.672], [-4.384, 9.520, -1.794], [3.044, -7.719, 2.484], [1.651, -2.528, -1.990], [2.802, -0.955, 0.099], [3.617, -2.601, -2.897], [-1.152, 4.871, -2.214], [3.925, -2.622, 2.090]], "atomic_forces_ev_per_a": [[-0.16, 0.21, 0.19], [0.03, -0.44, -0.32], [0.92, 0.37, 2.06], [0.20, -0.53, -0.84], [-0.21, -0.23, -0.38], [-5.13, -4.02, 4.91], [-0.13, 0.05, 0.11], [0.01, -0.37, -0.23], [-0.99, -1.86, -1.56], [-0.10, -0.21, -0.22], [-0.05, 0.15, -0.03], [0.12, -0.19, -0.08], [-0.15, 0.00, -0.28], [-0.09, 0.14, 0.39], [2.23, -0.47, 0.10], [-0.08, 0.11, 0.07], [-1.35, 1.35, 2.78], [-0.12, 0.05, -0.08], [-0.62, 0.92, 1.48], [0.10, -0.14, -0.02], [-0.62, -0.33, -1.78], [-1.63, -1.51, -0.45], [-0.41, 0.45, -0.31], [-0.03, 0.09, -0.05], [0.22, -0.53, -0.10], [-0.51, 0.70, -0.62], [-0.91, 1.18, -0.45], [-1.31, -1.50, -0.38], [0.02, 0.15, 0.41], [0.06, 0.04, 0.10], [0.00, -0.11, -0.04], [-0.91, -0.23, 0.04], [0.52, -0.03, 0.40], [-2.54, 2.19, 0.03], [-1.34, -0.03, -1.77], [-0.20, 0.42, 0.67], [-0.51, 0.40, -0.66], [0.07, -0.23, -0.13], [0.23, 0.34, 0.83], [-0.19, 0.19, -0.29], [0.70, 1.16, 0.78], [0.15, 0.26, -0.63], [-0.60, 1.01, -1.22], [-0.59, -0.29, -0.55], [0.09, 0.13, -0.05], [1.00, -0.50, 1.31], [0.87, -0.31, -1.64], [-0.17, 0.94, 1.73], [-0.23, -0.26, -1.87], [0.37, 0.53, 2.30], [-0.16, -0.09, -0.02], [-1.81, -0.98, -1.17], [0.03, 1.49, -1.22], [-0.25, 1.25, -1.68], [0.65, 1.03, -2.05], [-0.33, -0.72, -0.47], [-1.27, 2.88, -1.78], [4.33, 2.51, -4.42], [-0.47, 0.88, 1.83], [1.37, -1.08, 0.55], [-2.13, -4.33, 2.45], [1.98, -1.43, -0.60], [1.83, 0.90, 0.55], [0.86, 0.23, 0.09], [-0.19, -0.42, 0.93], [0.00, 1.34, 2.05], [1.87, 1.98, -0.65], [-0.18, 0.03, -0.04], [0.05, 0.00, -0.01], [0.09, 0.12, 0.05], [0.12, -0.22, 1.45], [2.56, -0.48, -2.07], [0.07, 0.03, 0.44], [0.10, 0.18, 0.24], [1.17, 0.56, 0.63], [0.40, -0.12, 0.27], [0.31, -2.21, 0.86], [-0.46, 0.18, -0.45], [-0.39, 0.24, 0.09], [0.70, 0.05, 0.63], [1.55, 0.39, 1.65], [0.00, 0.29, 0.47], [0.19, -0.04, 0.05], [1.72, -1.57, 1.20], [-2.29, -0.96, 0.21], [0.18, 0.05, -0.01], [-0.02, 0.09, -0.17], [-1.45, 0.02, -1.52], [0.41, -0.81, 0.79], [0.03, -0.01, 0.19], [0.81, -0.18, -1.55], [0.18, -0.72, -0.47], [1.86, 0.57, -0.85], [-0.06, -0.11, -0.16]]}

***

(2)
{"formula": "CH2N2S4", "method": "wB97M-V/def2-TZVPD", "multiplicity": 1, "lumo_ev": 0.2862, "homo_lumo_gap_ev": 9.04, "homo_energy_ev": -8.8, "relative_energy_kcal_mol": 12.6, "max_force_ev_per_a": 4.01, "smiles": "SS[C@H]1N=NSS1", "species": ["N", "C", "S", "H", "S", "S", "H", "S", "N"], "xyz": [[-0.806, 2.284, -0.031], [-0.095, 0.228, 1.083], [-1.473, 0.742, 2.138], [-0.842, -0.930, -1.944], [-1.452, -1.502, -1.042], [0.102, -1.367, 0.334], [0.799, 0.360, 1.677], [-1.898, 2.454, 1.107], [-0.001, 1.412, -0.139]], "atomic_forces_ev_per_a": [[0.45, 1.14, -1.60], [-0.06, 2.05, -1.18], [-0.03, -1.51, 0.66], [1.88, 1.84, -2.96], [-1.53, -1.66, 3.32], [-0.69, -0.27, -0.16], [0.42, -0.01, -0.07], [-1.63, 0.85, 0.91], [1.19, -2.44, 1.09]]}

***

(3)
{"formula": "CCl2FN", "method": "wB97M-V/def2-TZVPD", "multiplicity": 1, "lumo_ev": [-3.7985, -2.2942], "homo_lumo_gap_ev": [6.21, 9.22], "homo_energy_ev": [-10.0, -11.5], "relative_energy_kcal_mol": 91.8, "max_force_ev_per_a": 1.61, "species": ["Cl", "N", "C", "Cl", "F"], "xyz": [[-3.267, -0.502, -0.021], [1.666, 0.139, 0.099], [0.668, 0.777, -0.073], [-0.991, 0.818, 0.067], [1.925, -1.232, -0.072]], "atomic_forces_ev_per_a": [[0.34, 0.10, 0.01], [1.48, 0.26, -0.56], [-0.79, -0.66, 0.81], [-0.29, 0.04, -0.39], [-0.74, 0.26, 0.14]]}

***

(4)
{"formula": "C36H72O11S2", "method": "wB97M-V/def2-TZVPD", "multiplicity": 1, "lumo_ev": 0.4683, "homo_lumo_gap_ev": 9.73, "homo_energy_ev": -9.3, "relative_energy_kcal_mol": 0.0, "max_force_ev_per_a": 3.90, "smiles": "O=S1(=O)CCCC1.O=S1(=O)CCCC1.C1CCOC1.C1CCOC1.C1CCOC1.C1CCOC1.C1CCOC1.C1CCOC1.C1CCOC1", "species": ["C", "C", "C", "O", "H", "H", "H", "H", "C", "H", "C", "H", "H", "H", "H", "C", "C", "H", "H", "H", "H", "C", "O", "H", "H", "C", "H", "H", "H", "H", "H", "H", "H", "H", "H", "C", "O", "O", "H", "O", "C", "C", "C", "H", "C", "H", "H", "H", "H", "C", "C", "C", "H", "H", "H", "H", "C", "H", "H", "H", "C", "H", "H", "H", "H", "C", "H", "H", "H", "H", "C", "H", "S", "O", "H", "H", "H", "H", "C", "C", "C", "H", "C", "C", "H", "C", "C", "H", "H", "O", "C", "H", "C", "H", "H", "S", "H", "O", "H", "H", "H", "H", "H", "H", "H", "C", "O", "C", "C", "C", "C", "C", "H", "H", "H", "H", "H", "H", "O", "H", "O"], "xyz": [[-2.001, -0.670, -4.660], [-0.143, 2.136, 1.782], [1.794, -2.424, 1.573], [-0.758, 0.956, 3.683], [-1.940, 1.178, 0.690], [-1.366, -2.720, 5.625], [-5.334, 0.737, 1.297], [0.403, -1.528, 4.234], [-3.883, -0.783, 0.584], [2.367, 1.609, -2.493], [-1.063, -0.645, 6.257], [2.112, -2.282, -6.193], [2.558, -2.866, -2.773], [1.577, 4.676, -5.192], [-3.281, 5.188, -0.023], [-4.661, -1.988, 0.033], [0.833, -4.364, 0.624], [-5.512, 4.526, -0.496], [1.949, -1.681, 2.340], [1.932, -1.243, -2.252], [-1.869, -0.552, 7.009], [3.743, -1.454, -4.935], [4.699, 1.980, -0.230], [2.821, 4.676, -3.825], [1.723, 3.704, -1.309], [-1.107, 0.997, 1.428], [-2.615, -0.096, -5.351], [-0.393, 3.040, 1.172], [-3.281, 3.787, 0.998], [0.757, -4.218, -0.380], [-2.946, -0.638, -0.048], [-2.659, 2.644, -2.715], [-2.135, -0.103, -2.549], [-3.710, -0.087, -3.439], [3.860, -0.144, -3.247], [-2.743, -0.646, -3.289], [-3.123, -1.993, -2.941], [3.186, -0.030, -0.307], [5.519, -1.374, 0.021], [2.365, -0.021, 4.837], [0.488, -3.151, 1.496], [2.421, -1.770, -3.063], [-4.730, 0.455, 0.437], [1.991, -1.887, 0.589], [-1.751, -2.150, -4.927], [6.604, -1.022, 2.508], [-1.702, -0.659, 2.741], [-5.046, -1.285, -2.045], [6.644, 0.161, 0.381], [3.840, -1.207, -3.475], [-3.402, 4.095, -0.003], [0.188, 0.172, 6.597], [-4.903, 1.989, -1.822], [-0.207, 4.164, -3.613], [0.089, 2.988, -1.643], [-6.578, -1.654, -1.042], [1.850, 4.208, -4.185], [-3.069, 4.284, -2.627], [3.630, 1.956, 2.184], [2.725, -3.453, -5.113], [3.860, 0.879, 2.064], [2.478, -3.897, 2.903], [-0.210, -2.609, 6.976], [-5.255, 2.996, 0.164], [0.931, 1.877, 1.510], [-2.098, -2.862, -3.572], [-2.498, -3.891, -3.560], [0.714, 1.600, -3.195], [3.008, 0.273, 2.251], [-5.279, -2.363, 0.816], [-0.540, -2.113, 6.075], [-1.465, -0.279, 5.292], [4.278, 0.693, 0.320], [2.451, -1.214, 7.062], [0.391, 2.612, 3.896], [-0.557, 0.251, 0.837], [-3.931, -2.786, -0.299], [3.689, -3.538, 1.576], [-5.532, -1.285, -1.055], [2.521, -2.327, -5.215], [1.598, 2.198, -2.974], [-5.244, 3.660, -2.636], [0.673, -1.985, 5.215], [5.662, -0.663, 2.187], [-1.113, -0.084, -4.532], [-4.849, 3.703, -0.534], [4.983, 0.505, 2.938], [4.653, -1.804, -2.954], [1.299, -2.837, 5.110], [1.966, 2.757, -4.279], [5.686, -0.374, 0.617], [3.577, -0.503, -5.406], [-0.410, 2.269, 3.264], [4.651, 0.243, 3.946], [-2.618, 0.825, 2.911], [1.657, -0.683, 5.964], [-1.248, 2.963, 3.387], [-2.586, 3.287, -0.859], [0.129, 1.156, 6.193], [-3.509, -1.025, 1.605], [-4.129, 1.370, 0.208], [5.701, 1.349, 3.060], [-0.309, -2.556, 1.064], [-1.174, -2.836, -3.023], [-0.688, -2.257, -5.179], [1.039, 3.341, -2.086], [-5.648, 0.137, -0.617], [-1.642, 0.403, 2.728], [0.727, 4.430, -3.136], [-3.201, 3.315, -2.101], [2.674, -3.645, 1.816], [-4.629, 3.102, -1.877], [4.971, -1.526, 2.259], [0.727, 5.506, -2.790], [-2.359, -2.449, -5.783], [0.161, -3.470, 2.499], [4.762, -1.814, -5.262], [0.182, -5.236, 0.878], [2.162, -4.659, 0.976], [0.390, 0.226, 7.696], [1.618, -1.875, -4.258]], "atomic_forces_ev_per_a": [[-0.81, 0.41, 1.51], [0.60, 0.53, -1.38], [1.01, 0.44, -1.59], [0.36, -0.41, 1.12], [0.78, 0.72, 0.99], [0.89, 0.29, 0.23], [-0.04, -0.27, 0.47], [0.30, -0.52, 0.47], [2.37, -0.66, 0.08], [0.38, -0.01, -0.19], [0.37, -0.80, -0.10], [-0.44, 0.69, -0.90], [0.00, 1.27, 0.21], [0.48, -0.98, 1.21], [0.59, -0.21, -0.59], [0.72, 0.95, -1.05], [-0.88, -1.01, 3.66], [-0.62, 1.04, -0.24], [-0.38, 0.18, 0.49], [-0.30, 0.18, -0.24], [0.62, -0.07, -0.20], [2.34, -0.36, -1.96], [-0.27, -1.23, 0.37], [-0.92, -0.59, -0.42], [-0.07, -0.22, -0.20], [-0.52, -1.42, -2.60], [-0.01, -0.56, -0.51], [0.20, -0.54, 0.73], [0.40, -0.51, 1.18], [-0.18, 0.78, -2.99], [-1.06, -0.25, 0.64], [0.23, -1.17, -0.68], [-0.17, -0.56, 0.28], [0.86, -0.40, 0.54], [0.45, -0.06, 0.19], [-1.51, 0.47, -0.83], [1.91, -0.12, -0.73], [0.49, 0.18, -0.14], [0.57, 2.14, 0.99], [-1.02, -0.37, 1.93], [-1.26, 0.18, -0.09], [0.72, -2.08, 0.31], [-0.30, 0.12, -0.38], [0.01, -0.85, 1.07], [0.00, -0.24, -0.25], [1.02, 0.05, 0.48], [0.35, -0.89, 0.35], [-0.50, -0.25, 0.49], [-1.05, -0.51, -0.28], [-1.55, -1.13, 1.89], [-1.86, -0.60, -1.52], [0.23, 0.23, 1.58], [0.24, 1.59, -0.47], [-0.40, 0.27, -0.12], [0.59, 0.28, 0.20], [0.71, 0.07, -0.41], [-0.04, 0.23, -0.05], [0.15, 0.06, 0.49], [-0.32, -0.61, -0.12], [0.00, 1.20, 0.41], [-0.70, 2.25, -0.42], [0.73, -0.08, -0.86], [-0.34, 0.08, 0.68], [-0.31, -0.39, 0.21], [-1.33, 0.15, 0.58], [-0.99, 1.23, -0.60], [0.13, 0.59, -0.39], [0.27, -0.65, 0.01], [-0.88, -0.42, 0.06], [-0.61, -0.52, 0.52], [-1.62, -0.02, -0.33], [0.29, -0.33, 0.64], [0.03, 0.87, 0.36], [-0.63, 0.59, -0.48], [0.48, 0.02, 0.09], [0.15, -0.14, 0.44], [-1.11, 0.90, 0.01], [1.51, 0.18, 0.03], [0.10, 0.67, 0.88], [1.33, -1.76, 0.60], [-1.27, 0.96, -0.58], [0.47, -0.97, 0.49], [-0.25, 1.31, -1.18], [-2.05, -0.72, -1.49], [0.82, 0.03, -0.12], [1.02, 0.50, 2.11], [2.40, 0.00, 0.08], [-0.97, 0.96, -0.56], [0.43, -0.80, -0.16], [0.26, 1.08, 0.88], [0.86, -1.49, 0.23], [-0.06, 0.39, -0.52], [-0.30, -0.04, -0.25], [-0.04, -0.17, -0.25], [-0.75, -0.04, 0.16], [0.76, -0.44, -1.86], [-0.27, -0.07, 0.23], [0.85, 1.11, 1.46], [0.19, 0.73, -0.32], [-0.41, 0.47, -0.57], [-0.29, -0.92, -0.18], [-0.41, -0.48, -0.18], [-0.26, 0.13, -0.09], [0.36, -0.03, 0.78], [-0.37, -0.38, 0.09], [-0.29, 0.20, -0.36], [0.22, -0.72, -0.46], [0.54, 2.31, -0.63], [1.19, 0.58, -0.17], [1.30, 1.35, -1.40], [-1.62, 0.17, 0.93], [-2.50, -1.60, -1.14], [0.27, 0.24, 0.28], [-0.19, -1.27, -0.14], [0.00, -0.38, 0.23], [0.07, -0.04, -0.27], [-1.30, 0.03, -0.32], [0.40, 0.51, -0.12], [0.77, -0.57, -0.12], [-0.27, 0.00, -0.83], [-0.28, 0.71, 0.96]]}